No. 1
The following is a quantum chemistry calculation of the ion C3H7N8 with charge +1 in a non-equilibrium geometry, from OMol25.

Element x y z (Å)
C1 0.964 -0.183 1.160
C2 -0.053 0.766 -0.606
C3 -1.651 -0.972 -0.976
N1 -0.036 -0.997 0.891
N2 -1.964 -0.209 -1.993
N3 -0.586 -0.423 -0.253
N4 1.021 0.941 0.204
N5 -1.095 0.578 -2.441
N6 1.926 -0.370 2.056
N7 -2.375 -1.952 -0.508
N8 1.729 2.134 0.472
H1 -1.494 1.489 -2.815
H2 1.929 -1.068 2.792
H3 2.786 0.244 2.059
H4 -3.240 -2.332 -0.962
H5 -2.062 -2.379 0.470
H6 1.440 2.745 -0.300
H7 2.761 1.989 0.752

## Properties
- Orbital gap: 0.29157 Ha
- Net charge: +1
- Relative energy (zero: lowest compared OMol25 entry of this formula, charge and spin): 2.406 eV
- Multiplicity: 1

Atomic partial charges in e from the Löwdin method, atoms 1 to 2: -0.33 0.03

=====

No. 2
The following is a quantum chemistry calculation of the molecule C7H12 in a non-equilibrium geometry, from OMol25.

Element x y z (Å)
C1 -2.827 -1.186 -0.182
C2 -2.211 -0.369 -1.324
C3 -1.097 0.564 -0.885
C4 -0.264 0.265 0.125
C5 1.171 0.510 0.093
C6 1.983 0.000 1.013
C7 3.413 0.407 1.204
H1 -2.970 -0.496 0.654
H2 -2.248 -2.034 0.176
H3 -3.810 -1.544 -0.490
H4 -1.712 -1.111 -1.956
H5 -2.932 0.205 -1.902
H6 -0.664 1.183 -1.670
H7 -0.570 -0.245 1.034
H8 1.621 1.226 -0.594
H9 1.581 -0.816 1.606
H10 3.875 0.106 2.135
H11 3.945 -0.090 0.378
H12 3.569 1.468 1.025

## Properties
- Orbital gap: 0.33058 Ha
- Net charge: 0
- Relative energy (zero: lowest compared OMol25 entry of this formula, charge and spin): 1.570 eV
- Multiplicity: 1

Atomic partial charges in e from the Löwdin method, atoms 1 to 2: -0.12 -0.25

=====

No. 3
The following is a quantum chemistry calculation of a structure of composition C36H28IN9O3S2Ti, from OMol25.

Element x y z (Å)
Ti1 0.042 -0.795 0.323
C1 -3.435 -0.334 -5.007
C2 -3.166 -0.327 -3.532
C3 -3.163 0.864 -2.803
C4 -2.790 0.885 -1.475
C5 -2.428 -0.285 -0.807
N1 -1.888 -0.268 0.504
C6 -2.602 0.369 1.491
C7 -3.999 0.524 1.388
C8 -4.754 1.110 2.381
C9 -4.176 1.554 3.567
C10 -5.001 2.135 4.683
C11 -2.809 1.391 3.695
C12 -2.030 0.840 2.682
N2 -0.624 0.793 2.911
C13 0.074 1.665 3.655
C14 1.365 1.197 3.760
C15 1.366 0.019 3.019
N3 0.162 -0.225 2.498
C16 -2.497 -1.479 -1.519
C17 -2.826 -1.496 -2.869
N4 -2.173 -2.710 -0.881
C18 -2.692 -3.919 -1.171
C19 -2.075 -4.840 -0.360
C20 -1.175 -4.088 0.404
N5 -1.247 -2.801 0.098
H1 -3.910 0.593 -5.324
H2 -4.068 -1.175 -5.293
H3 -2.486 -0.391 -5.546
H4 -3.381 1.794 -3.312
H5 -2.719 1.826 -0.944
H6 -4.485 0.169 0.490
H7 -5.824 1.205 2.237
H8 -5.954 2.510 4.308
H9 -4.486 2.962 5.172
H10 -5.221 1.386 5.448
H11 -2.328 1.684 4.621
H12 -0.392 2.552 4.045
H13 2.188 1.650 4.281
H14 2.194 -0.629 2.795
H15 -2.758 -2.425 -3.420
H16 -3.462 -4.019 -1.914
H17 -2.244 -5.901 -0.325
H18 -0.480 -4.425 1.152
S1 0.680 -3.480 3.243
C21 2.156 -3.048 2.522
S2 1.885 -2.517 0.900
C22 3.391 -3.154 3.103
C23 4.573 -2.716 2.437
N6 5.536 -2.351 1.923
C24 3.512 -3.689 4.420
N7 3.605 -4.128 5.480
O1 0.870 -2.199 -3.362
C25 1.131 -1.403 -2.505
O2 0.371 -1.257 -1.413
C26 2.294 -0.457 -2.528
C27 2.683 0.150 -3.744
C28 3.676 1.080 -3.686
C29 4.296 1.371 -2.448
C30 5.321 2.338 -2.299
C31 5.885 2.569 -1.078
C32 5.462 1.838 0.058
C33 4.473 0.904 -0.053
C34 3.861 0.662 -1.308
N8 2.845 -0.234 -1.366
H19 2.143 -0.069 -4.654
H20 3.974 1.621 -4.575
H21 5.645 2.890 -3.174
H22 6.669 3.309 -0.974
H23 5.933 2.018 1.015
H24 4.136 0.317 0.793
N9 1.465 3.000 0.177
C35 0.781 2.014 -0.556
O3 0.590 0.908 0.205
C36 0.321 2.111 -1.798
I1 -0.154 1.916 -5.549
H25 2.150 2.573 0.788
H26 1.921 3.665 -0.433
H27 0.493 2.995 -2.395
H28 -0.220 1.307 -2.269

## Properties
- Orbital gap (spin up / spin down): 0.19937 / 0.13069 Ha
- Net charge: -1
- Relative energy (zero: lowest compared OMol25 entry of this formula, charge and spin): 2.229 eV
- Multiplicity: 2

Atomic partial charges in e from the Löwdin method, atoms 1 to 2: 0.99 -0.07

=====

No. 4
The following is a quantum chemistry calculation of a structure of composition C15H19N3O6PSSe4Zr, from OMol25.

Element x y z (Å)
Zr1 -0.049 0.127 0.162
O1 -0.055 -4.171 0.897
C1 -0.338 -3.009 0.607
N1 0.272 -1.890 1.006
C2 1.260 -2.058 2.054
C3 1.218 -0.846 2.942
C4 1.751 -0.838 4.217
C5 1.648 0.317 4.980
C6 1.011 1.423 4.452
C7 0.504 1.347 3.166
N2 0.612 0.237 2.430
C8 -1.545 -2.737 -0.256
C9 -2.317 -3.780 -0.733
C10 -3.476 -3.479 -1.432
C11 -3.811 -2.150 -1.627
C12 -2.964 -1.161 -1.145
N3 -1.849 -1.454 -0.475
H1 2.269 -2.167 1.639
H2 1.053 -2.961 2.633
H3 2.231 -1.728 4.602
H4 2.063 0.347 5.980
H5 0.924 2.350 4.999
H6 0.003 2.183 2.702
H7 -1.999 -4.790 -0.519
H8 -4.113 -4.271 -1.805
H9 -4.713 -1.863 -2.150
H10 -3.185 -0.111 -1.278
Se1 2.843 0.352 0.295
Se2 4.071 -0.219 -1.578
Se3 2.212 3.779 1.698
Se4 1.653 2.396 -0.053
C13 1.676 -2.613 -3.181
P1 0.708 -1.111 -3.160
C14 -0.901 -1.509 -3.854
C15 1.463 0.099 -4.232
O2 0.537 -0.583 -1.760
H11 1.790 -2.989 -4.199
H12 1.179 -3.362 -2.562
H13 2.647 -2.369 -2.746
H14 -0.814 -1.854 -4.885
H15 -1.523 -0.614 -3.814
H16 -1.365 -2.288 -3.249
H17 1.582 -0.300 -5.241
H18 2.433 0.349 -3.798
H19 0.832 0.988 -4.252
O3 -1.283 1.309 -1.182
S1 -2.117 2.039 -0.117
O4 -3.518 1.731 -0.287
O5 -1.551 1.263 1.106
O6 -1.780 3.427 -0.035

## Properties
- Orbital gap: 0.21887 Ha
- Net charge: -1
- Relative energy (zero: lowest compared OMol25 entry of this formula, charge and spin): 0.811 eV
- Multiplicity: 1

Atomic partial charges in e from the Löwdin method, atoms 1 to 2: 1.48 0.03

=====

No. 5
The following is a quantum chemistry calculation of a cluster of 2 separate species, C25H42BF4N3O11P2 in total in a non-equilibrium geometry, from OMol25.

Element x y z (Å)
C1 1.616 -5.275 -1.176
O1 1.560 -5.276 0.296
C2 0.180 -5.302 0.804
C3 -0.236 -3.926 1.659
C4 -0.430 -2.746 0.527
C5 -1.016 -1.322 1.138
C6 -0.433 -0.020 0.331
C7 0.474 0.909 1.384
C8 1.827 1.414 0.607
C9 3.227 1.182 1.493
O2 3.224 0.762 2.773
C10 4.627 1.471 0.625
C11 4.952 3.089 0.361
C12 6.285 3.492 -0.531
C13 7.223 2.270 -1.111
C14 6.886 0.663 -0.826
C15 5.563 0.248 0.056
N1 -0.573 1.996 1.704
C16 0.020 3.173 2.445
O3 0.773 2.598 3.608
N2 -0.036 2.552 4.702
O4 -0.175 1.358 4.954
C17 -1.675 2.234 0.673
P1 -1.837 4.025 0.032
O5 -2.999 4.187 -1.254
O6 -0.303 4.760 -0.337
P2 -3.245 2.111 1.821
O7 -4.484 2.423 0.837
O8 -3.293 3.360 3.043
O9 -3.520 0.498 2.430
C18 -1.516 0.994 -0.440
C19 -0.752 1.729 -1.732
N3 -0.142 0.714 -2.703
C20 -2.888 0.332 -1.055
C21 -2.683 -1.105 -1.816
C22 -3.277 -1.114 -3.357
C23 -2.667 -2.459 -4.099
O10 -2.503 -2.293 -5.570
C24 -1.428 -3.247 -5.945
C25 0.157 -2.748 -5.951
O11 -1.822 -4.476 -6.304
H1 0.663 -4.828 -1.692
H2 2.523 -4.579 -1.516
H3 1.871 -6.343 -1.644
H4 0.102 -6.256 1.516
H5 -0.612 -5.496 -0.055
H6 0.747 -3.660 2.281
H7 -1.167 -4.094 2.350
H8 -1.132 -3.175 -0.337
H9 0.637 -2.621 0.008
H10 -2.201 -1.401 1.044
H11 -0.772 -1.338 2.292
H12 0.330 -0.505 -0.411
H13 0.667 0.297 2.380
H14 2.035 0.853 -0.421
H15 1.823 2.570 0.327
H16 4.223 3.909 0.817
H17 6.494 4.637 -0.747
H18 8.175 2.522 -1.784
H19 7.542 -0.210 -1.269
H20 5.218 -0.851 0.288
H21 -1.115 1.507 2.475
H22 -0.755 3.943 2.863
H23 0.810 3.788 1.825
H24 -3.450 5.098 -1.146
H25 -0.015 4.608 -1.285
H26 -2.995 4.253 2.674
H27 -3.696 0.641 3.424
H28 -1.523 2.357 -2.386
H29 0.152 2.414 -1.389
H30 -0.519 0.877 -3.681
H31 0.893 0.845 -2.684
H32 -3.302 1.118 -1.850
H33 -3.750 0.172 -0.260
H34 -1.549 -1.436 -1.833
H35 -3.294 -1.928 -1.226
H36 -3.026 -0.116 -3.918
H37 -4.462 -1.243 -3.350
H38 -1.608 -2.707 -3.644
H39 -3.351 -3.404 -3.873
H40 0.300 -1.641 -5.590
H41 0.871 -3.446 -5.341
H42 0.481 -2.763 -7.093
B1 -1.384 0.879 7.953
F1 -1.990 1.899 7.113
F2 -1.153 -0.321 7.167
F3 -0.118 1.370 8.474
F4 -2.276 0.570 9.059

## Properties
- Orbital gap: 0.28112 Ha
- Net charge: 0
- Multiplicity: 1

Atomic partial charges in e from the Löwdin method, atoms 1 to 2: -0.14 -0.25

=====

No. 6
The following is a quantum chemistry calculation of a structure of composition C3H4BiO3 in a non-equilibrium geometry, from OMol25.

Element x y z (Å)
O1 -0.033 -0.553 1.499
C1 -0.868 0.259 0.984
C2 1.405 0.323 -0.946
O2 -1.794 0.747 1.703
O3 -0.957 0.398 -0.317
C3 0.050 -0.242 -1.149
Bi1 -1.327 -0.622 3.133
H1 2.248 -0.325 -0.709
H2 1.569 1.392 -1.089
H3 0.026 -1.317 -0.943
H4 -0.320 -0.060 -2.168

## Properties
- Orbital gap (spin up / spin down): 0.09359 / 0.24013 Ha
- Net charge: +2
- Relative energy (zero: lowest compared OMol25 entry of this formula, charge and spin): 0.000 eV
- Multiplicity: 2

Atomic partial charges in e from the Löwdin method, atoms 1 to 2: -0.11 -0.74